(1)
C39H87ClIN9O16P2 | ωB97M-V with the def2-TZVPD basis set

- spin multiplicity = 1
- M (g/mol) = 1162.5
- HOMO level (Eh) = 0.0331
- charge = -2

```
155
C39H87ClIN9O16P2 (ωB97M-V with the def2-TZVPD basis set)
C 2.40810 0.68322 0.43403
C 1.93641 -0.45365 -0.56329
C 0.56988 -1.06328 -0.10895
C -0.74955 -0.49343 -0.73540
C -0.79686 -0.67910 -2.29907
C -1.29407 0.89830 -0.23806
C -0.50820 2.22625 -0.39346
I 0.66622 2.44748 -2.23250
C -1.40409 3.52164 -0.35486
C -1.39296 4.23798 1.05955
C -1.52219 0.63358 1.33845
O -2.70033 -0.10967 1.53420
P -3.87615 0.46134 0.37443
C -4.25078 2.14051 1.24392
O -3.95911 2.13682 2.68603
O -5.07681 1.64510 3.36939
C -5.24824 1.09522 -0.84970
O -4.87780 1.87995 -1.74370
O -6.46264 0.73737 -0.68626
P -4.23859 -1.55474 -0.60955
O -5.60440 -2.22564 0.11566
Cl -4.76776 -1.34684 -2.65695
O -2.64661 0.98608 -0.68633
H 2.66596 1.63279 -0.06766
H 3.27625 0.32217 1.01786
H 1.59846 0.79403 1.18382
H 2.00568 -0.16549 -1.62596
H 2.68858 -1.26118 -0.42598
H 0.58558 -1.11904 0.99689
H 0.60113 -2.14335 -0.44833
H -1.51624 -1.22798 -0.39483
H -1.49028 0.07271 -2.73587
H -1.19062 -1.67442 -2.58143
H 0.19188 -0.49690 -2.77301
H 0.16024 2.31834 0.48744
H -0.94882 4.28473 -1.02393
H -2.42208 3.36097 -0.75421
H -2.42335 4.49652 1.38262
H -0.85150 3.63777 1.81516
H -0.85658 5.21131 0.95770
H -0.64615 0.32389 1.93995
H -1.65787 1.68904 1.70615
H -4.82356 -0.06577 1.35764
H -5.33156 2.39973 1.18633
H -3.70122 3.01473 0.84713
H -4.70423 1.16583 4.12362
H -6.11391 -1.51936 0.56394
C -1.05804 -6.46020 -0.17870
C -0.41431 -5.19422 0.33488
O -0.49257 -4.14106 -0.26418
N 0.27003 -5.26875 1.51466
C 0.46830 -6.42912 2.36488
H -1.56416 -6.25026 -1.11769
H -0.29836 -7.22512 -0.35601
H -1.79557 -6.82552 0.53802
H 0.67296 -4.38864 1.79924
H 0.05332 -6.21680 3.34737
H 1.53902 -6.61141 2.46337
H -0.00967 -7.31525 1.95852
C -1.48621 8.99223 1.02387
C -1.45076 7.87336 0.01402
O -0.77369 6.87141 0.17323
N -2.21017 8.01264 -1.10598
C -3.06880 9.11995 -1.46877
H -0.83687 8.74361 1.85976
H -1.12901 9.91838 0.56976
H -2.50140 9.12703 1.40182
H -2.14282 7.22818 -1.73820
H -4.08844 8.74830 -1.59104
H -2.72488 9.53469 -2.41892
H -3.06155 9.90133 -0.71574
C 1.24804 7.66220 -2.57560
C 1.82843 9.00504 -2.21943
O 1.13789 9.93865 -1.83512
N 3.17787 9.15551 -2.33998
C 4.14760 8.16982 -2.77493
H 0.17157 7.68201 -2.43310
H 1.45506 7.42960 -3.62192
H 1.66616 6.88937 -1.92919
H 3.50499 10.07497 -2.08734
H 4.87515 8.01490 -1.97546
H 4.66588 8.55143 -3.65781
H 3.67943 7.22186 -3.01841
C 3.22506 -2.19740 4.63441
C 3.52753 -0.82653 4.07820
O 2.79635 -0.27583 3.27797
N 4.66671 -0.20878 4.50644
C 5.65597 -0.69650 5.44874
H 2.29403 -2.56149 4.20677
H 4.02314 -2.89516 4.37348
H 3.11252 -2.14813 5.71907
H 4.80546 0.70102 4.09462
H 5.71599 0.00472 6.27788
H 6.62512 -0.73856 4.94660
H 5.40646 -1.68322 5.82816
C -7.12108 -3.07633 -4.57179
C -7.09146 -4.16311 -5.61511
O -6.44111 -5.19090 -5.48266
N -7.82690 -3.96234 -6.74765
C -8.65153 -2.81930 -7.08195
H -6.49521 -3.35784 -3.72941
H -6.73528 -2.14466 -4.98822
H -8.14049 -2.92979 -4.21055
H -7.76342 -4.71941 -7.41073
H -9.67754 -3.16018 -7.24381
H -8.26943 -2.37950 -8.00571
H -8.64385 -2.06890 -6.29769
C 0.62291 -10.08917 4.70179
C 1.26953 -8.83054 5.22554
O 1.19568 -7.76899 4.63257
N 1.95151 -8.91650 6.40345
C 2.14308 -10.08360 7.24043
H 0.11883 -9.87175 3.76348
H 1.37963 -10.85424 4.51956
H -0.11640 -10.45803 5.41463
H 2.35841 -8.04156 6.69686
H 1.72612 -9.88036 8.22912
H 3.21398 -10.27423 7.33941
H 1.66181 -10.96295 6.82497
C 4.96674 -2.84277 -1.46171
C 5.61737 -1.55179 -1.02706
O 4.97352 -0.60896 -0.61377
N 6.98277 -1.47282 -1.11454
C 7.90588 -2.48678 -1.57909
H 3.88927 -2.76300 -1.33931
H 5.18209 -3.03784 -2.51399
H 5.32513 -3.67138 -0.84745
H 7.35390 -0.58647 -0.80987
H 8.60709 -2.72188 -0.77427
H 8.46431 -2.09229 -2.43172
H 7.39176 -3.39399 -1.87950
C -4.79223 -1.85730 -11.01852
C -5.47558 -2.38424 -9.77982
O -6.57928 -2.91210 -9.81725
N -4.82300 -2.25527 -8.59891
C -3.52094 -1.66315 -8.35276
H -5.42974 -2.02885 -11.88280
H -4.61691 -0.78460 -10.92440
H -3.84610 -2.37718 -11.17688
H -5.33635 -2.62912 -7.81206
H -2.87240 -2.41684 -7.90375
H -3.63878 -0.83510 -7.65249
H -3.06338 -1.29620 -9.26640
C 6.62771 2.98048 8.85294
C 6.76596 2.76786 7.36582
O 7.05074 1.67986 6.88791
N 6.55993 3.84021 6.55684
C 6.21602 5.19576 6.94018
H 6.81828 2.04356 9.37037
H 7.35250 3.72015 9.19695
H 5.61584 3.30968 9.09393
H 6.66674 3.63065 5.57573
H 5.26582 5.46213 6.47429
H 6.99206 5.87171 6.57558
H 6.12746 5.30219 8.01639
```

=====

(2)
C39H88F12N6O17S4 | ωB97M-V with the def2-TZVPD basis set

- spin multiplicity = 2
- M (g/mol) = 1269.4
- HOMO level (alpha / beta) (Eh) = -0.2164 / -0.3203
- charge = +1

```
166
C39H88F12N6O17S4 (ωB97M-V with the def2-TZVPD basis set)
C -3.19575 -0.69547 -0.52982
F -3.16100 0.13997 0.52232
F -3.64761 -1.93452 -0.16719
F -4.05507 -0.18017 -1.40311
S -1.35650 -0.62971 -1.22567
O -0.71832 -1.64093 -0.44598
O -1.43252 -0.84576 -2.66718
N -0.92891 0.97700 -0.91249
S 0.10755 0.94826 0.12900
O -0.39975 0.44445 1.37955
O 1.41183 0.48297 -0.25845
C 0.39667 2.84145 0.40526
F -0.65076 3.40410 0.87846
F 1.37496 2.96720 1.34919
F 0.85515 3.39517 -0.70476
C 2.80827 6.52171 0.40484
C 4.01115 6.00563 -0.43118
C 5.02852 5.42607 0.53991
C 6.34956 4.99709 -0.15813
N 7.38733 4.24199 0.76984
C 7.83429 5.09571 1.93130
C 9.14205 4.62155 2.42461
C 9.83904 4.03391 1.17977
C 8.77141 4.12278 0.06203
C 6.83403 2.88240 1.23508
H 3.21798 6.94450 1.32216
H 2.19499 5.67510 0.71344
H 2.27726 7.30395 -0.13758
H 4.47412 6.90500 -0.83724
H 3.81640 5.42876 -1.33528
H 4.66048 4.57940 1.11939
H 5.26850 6.09606 1.36552
H 6.89519 5.85854 -0.54321
H 6.20987 4.37392 -1.04144
H 7.05737 5.22828 2.68423
H 7.97519 6.13184 1.62359
H 9.00085 4.04222 3.33705
H 9.68964 5.50301 2.75819
H 10.25983 3.05856 1.42415
H 10.68090 4.59935 0.78023
H 8.79532 3.19024 -0.50180
H 8.85029 4.97091 -0.61807
H 6.38142 2.40043 0.36851
H 6.10292 3.18282 1.98563
H 7.61057 2.29673 1.72709
C -1.38388 -0.94609 3.98070
O -0.79781 -2.17708 3.74736
C -1.82646 -3.18778 3.51608
C -2.30725 -3.88588 4.82228
N -0.98483 -4.31055 5.54218
H -0.32442 -4.70136 4.88549
H -0.45579 -3.51593 5.87200
C -1.29081 -5.16221 6.73155
C -2.17000 -4.52841 7.82730
O -3.51470 -4.52350 7.35017
C -4.37157 -4.25694 8.37871
H -1.59520 -0.41767 3.05107
H -0.67869 -0.30313 4.50740
H -2.19057 -1.13735 4.68836
H -1.26708 -3.91493 2.92748
H -2.64497 -2.86655 2.87192
H -2.85608 -4.82478 4.74901
H -2.92541 -3.12833 5.30404
H -0.32538 -5.33564 7.20692
H -1.72837 -6.14945 6.58324
H -1.75165 -3.62718 8.27547
H -2.26267 -5.22255 8.66258
H -4.31061 -4.88332 9.26867
H -5.43211 -4.29064 8.12927
H -4.19072 -3.24191 8.73242
C -3.71262 4.72137 -0.01703
O -3.31802 4.23476 -1.28049
C -3.94802 3.05889 -1.64171
C -3.32106 2.76104 -3.00255
N -1.77026 2.63383 -2.94758
H -1.50019 3.49815 -2.50025
H -1.57715 2.02355 -2.16631
C -0.95657 2.16654 -4.14905
C 0.54072 2.48366 -3.82589
O 0.88919 3.87012 -3.69364
C 2.28780 4.13725 -3.89536
H -2.96792 5.47709 0.23276
H -3.53207 3.95187 0.73355
H -4.69508 5.19270 0.00967
H -5.01332 3.23088 -1.79554
H -3.87454 2.24468 -0.92077
H -3.51598 3.54142 -3.73816
H -3.65761 1.75937 -3.26995
H -1.15522 2.82534 -4.99440
H -1.13446 1.12591 -4.42024
H 1.01015 2.02355 -4.69540
H 0.76709 1.87054 -2.95357
H 2.39800 5.19072 -4.15260
H 2.70408 3.50261 -4.67769
H 2.91219 3.98012 -3.01585
C 4.00168 0.44947 2.75165
O 3.64053 -0.90096 2.98943
C 2.51292 -0.97168 3.83522
C 2.39494 -2.46305 4.12060
N 2.38307 -3.43488 2.90405
H 3.34540 -3.31480 2.62189
H 2.25158 -4.35629 3.29626
C 1.42634 -3.05848 1.71336
C 1.77907 -3.92600 0.49733
O 3.02967 -3.59464 -0.09437
C 3.23771 -2.21532 -0.48589
H 4.52583 0.78961 3.64478
H 3.17454 1.12422 2.53108
H 4.68651 0.48373 1.90434
H 1.64457 -0.61457 3.28155
H 2.69560 -0.46441 4.78253
H 1.43639 -2.79293 4.52118
H 3.08863 -2.88896 4.84551
H 1.53991 -1.99318 1.51254
H 0.38476 -3.16401 2.01678
H 1.03946 -3.81250 -0.29526
H 1.70497 -4.98715 0.73518
H 2.40213 -1.98425 -1.14658
H 4.14755 -2.21768 -1.08613
H 3.36960 -1.58934 0.39664
C -2.22517 -2.99345 -5.36892
C -3.62509 -3.72527 -5.28013
N -4.48592 -3.30898 -4.04727
C -3.68385 -3.76981 -2.78250
C -4.73256 -1.77419 -3.90860
C -5.12535 -1.11884 -5.21084
C -5.92579 -3.96211 -4.04348
C -5.99005 -5.48737 -3.93379
O -5.34915 -6.13895 -5.05434
C -5.12482 -7.48824 -4.96258
H -1.61780 -3.36017 -6.19639
H -1.59629 -3.12436 -4.48831
H -2.22674 -1.91281 -5.51151
H -3.48557 -4.79916 -5.15602
H -4.22735 -3.62450 -6.18303
H -3.37323 -4.80742 -2.90495
H -4.29359 -3.70528 -1.88130
H -2.88821 -3.04490 -2.61056
H -3.73961 -1.38682 -3.68039
H -5.45755 -1.52252 -3.13455
H -5.26661 -0.03804 -5.20606
H -6.06882 -1.46902 -5.62957
H -4.45627 -1.35410 -6.03854
H -6.44342 -3.72205 -4.97221
H -6.59054 -3.42185 -3.36944
H -7.01221 -5.86568 -3.92080
H -5.56046 -5.80698 -2.98436
H -5.98798 -8.13841 -4.82004
H -4.30303 -7.70519 -4.28016
H -4.51793 -7.74744 -5.83011
C 4.26206 1.62231 -1.55247
F 4.51574 0.43875 -0.99214
F 3.12370 1.64017 -2.27288
F 4.05472 2.53457 -0.62476
S 5.73796 1.98407 -2.76573
O 5.37035 3.31761 -3.36223
O 6.88993 2.16127 -1.90539
O 5.81565 0.86642 -3.69856
C -7.18095 1.00376 -0.69440
F -7.21958 1.80447 -1.80655
F -6.72392 -0.20433 -1.03576
F -6.36502 1.62360 0.09689
S -8.95031 0.81992 0.06962
O -8.85749 -0.07536 1.22994
O -9.42639 2.12136 0.56755
O -9.80520 0.20395 -0.99068
```

=====

(3)
C39H88N7O6 | ωB97M-V with the def2-TZVPD basis set

- spin multiplicity = 1
- M (g/mol) = 751.2
- HOMO level (Eh) = -0.7656
- charge = +5

```
140
C39H88N7O6 (ωB97M-V with the def2-TZVPD basis set)
N -5.33461 21.25512 -9.68811
O -5.57688 22.28612 -9.09540
O -6.23561 20.44538 -9.77027
O -4.24652 21.03365 -10.19952
C -3.52455 15.60546 -11.62754
C -3.48004 17.07301 -11.41161
O -2.40071 17.70284 -11.37304
N -4.86085 17.80506 -11.63925
H -4.83598 18.15663 -12.58576
H -5.60752 17.13027 -11.55408
C -5.02059 18.96719 -10.60800
H -2.61554 15.11369 -11.28118
H -3.66906 15.29530 -12.66245
H -4.29033 15.17129 -10.98476
H -4.81209 18.52911 -9.63193
H -6.10196 19.09624 -10.65383
H -4.43966 19.81340 -10.97482
C -2.40336 19.46709 -9.41625
C -3.15337 19.01938 -8.20283
O -4.11822 19.58498 -7.73120
N -2.45856 17.99264 -7.33930
H -1.70610 17.58865 -7.87846
H -2.06336 18.65626 -6.68850
C -3.39135 16.98346 -6.59400
H -3.03899 20.08644 -10.04909
H -2.36403 18.57842 -10.04620
H -1.40399 19.88041 -9.28011
H -3.83117 16.29657 -7.31709
H -4.13796 17.59562 -6.08812
H -2.78859 16.37108 -5.92337
C -7.49461 22.85783 -9.74505
C -8.67146 22.37901 -10.61656
C -8.84383 23.35416 -11.81411
C -7.95963 23.05769 -13.04687
C -8.18444 21.59197 -13.44418
C -7.75518 20.62416 -12.36634
N -8.40520 20.91481 -11.07744
O -8.29625 19.96383 -9.98823
C -6.23137 20.65596 -12.22723
C -8.37073 19.28459 -12.75751
C -10.02929 22.35431 -9.87420
H -7.05989 22.10526 -9.08718
H -7.75453 23.79605 -9.25487
H -6.65644 22.98344 -10.43046
H -8.89121 24.38268 -11.45633
H -9.83888 23.21326 -12.23616
H -6.92901 23.34332 -12.83630
H -8.21657 23.74471 -13.85315
H -7.70050 21.46053 -14.41198
H -9.25820 21.51884 -13.61673
H -5.74781 19.85187 -11.67251
H -5.90564 21.57984 -11.74928
H -5.71802 20.63065 -13.18845
H -7.93319 18.48716 -12.15688
H -8.03868 19.07329 -13.77397
H -9.45454 19.20268 -12.67535
H -10.30677 23.28440 -9.37818
H -10.01945 21.67280 -9.02358
H -10.85948 22.09635 -10.53172
C -9.94528 18.54130 -8.44731
C -8.68869 18.15706 -7.75136
C -7.83268 19.44714 -7.88085
N -6.48466 19.35512 -7.16955
C -5.71213 18.15173 -7.63737
C -6.66954 19.26176 -5.62385
C -5.43611 19.96552 -4.95386
C -4.89366 20.92842 -6.00051
C -5.66110 20.61654 -7.31400
H -10.69985 17.76516 -8.31953
H -9.78319 18.45863 -9.52201
H -10.46223 19.45454 -8.15262
H -8.32221 17.26516 -8.25960
H -8.93238 18.17478 -6.68910
H -8.34371 20.31145 -7.45669
H -7.55438 19.73976 -8.89328
H -6.41209 17.38791 -7.29860
H -4.73107 18.11624 -7.16371
H -5.59173 18.24979 -8.71625
H -6.84054 18.19613 -5.47127
H -7.62314 19.73109 -5.38204
H -4.75205 19.15456 -4.70388
H -5.76226 20.43424 -4.02541
H -3.81100 20.81428 -6.05460
H -5.10745 21.97171 -5.76823
H -5.02853 20.61456 -8.20166
H -6.43003 21.38696 -7.37136
C -5.46114 23.64117 -11.98923
C -4.79945 22.39804 -12.51702
C -3.35586 22.32771 -11.96657
N -2.54306 21.13113 -12.52182
C -3.01580 19.80877 -11.91802
C -1.03202 21.14318 -12.11214
C -0.26268 20.82122 -13.46078
C -1.30219 20.34743 -14.54119
C -2.59975 21.01758 -14.06391
H -4.74482 24.45837 -12.07384
H -5.78534 23.60187 -10.94931
H -6.33785 23.86540 -12.59685
H -4.76870 22.35911 -13.60589
H -5.37832 21.53071 -12.19959
H -3.30627 22.14798 -10.89264
H -2.79562 23.19777 -12.30894
H -2.39623 19.06085 -12.41283
H -4.07401 19.74228 -12.17074
H -2.84367 19.91037 -10.84650
H -0.73523 20.44341 -11.33090
H -0.94388 22.12545 -11.64792
H 0.55328 20.09856 -13.46949
H 0.28810 21.70585 -13.78040
H -1.32188 19.25764 -14.53227
H -0.92509 20.53828 -15.54592
H -3.48298 20.49023 -14.42435
H -2.56890 22.01253 -14.50801
C -2.74525 25.45153 -11.74622
C -2.77381 25.15840 -10.28486
C -3.19228 23.66786 -10.01969
N -3.22748 23.26975 -8.51917
C -4.51408 23.86698 -7.87972
C -3.13992 21.72240 -8.31006
C -2.28319 21.44291 -7.07299
C -1.83380 22.79980 -6.46046
C -2.05097 23.72651 -7.70767
H -3.74335 25.37945 -12.17830
H -2.17216 24.70710 -12.29893
H -2.28000 26.41887 -11.93571
H -3.45219 25.83894 -9.77029
H -1.79292 25.41494 -9.88468
H -2.64759 22.91925 -10.59501
H -4.25100 23.55379 -10.25249
H -4.58110 23.56758 -6.83379
H -5.42020 23.43508 -8.30459
H -4.52717 24.92965 -8.12194
H -4.11569 21.33359 -8.01884
H -2.84968 21.26180 -9.25436
H -2.92663 20.91122 -6.37200
H -1.44928 20.78477 -7.31701
H -2.53897 22.96608 -5.64610
H -0.81119 22.86404 -6.08865
H -2.01234 24.78912 -7.46791
H -1.12830 23.65948 -8.28411
```